Run w
Entry from OMol25: a 26-piece molecular cluster, H52O26 overall (the ωB97M-V functional and the def2-TZVPD basis).

Cartesian coordinates (Å):
O (2.4863, -4.8725, 0.2246)
H (2.2961, -4.0426, 0.6621)
H (1.7744, -5.4536, 0.4925)
O (3.2479, 0.0222, -0.9446)
H (2.4950, -0.0703, -0.3610)
H (3.9288, 0.4139, -0.3977)
O (2.4785, -1.9597, -2.6698)
H (2.6742, -1.4196, -1.9042)
H (2.6589, -2.8553, -2.3841)
O (3.2217, 0.8067, 2.6472)
H (3.7804, 1.5759, 2.5356)
H (2.5363, 1.0935, 3.2508)
O (-2.5696, 1.1621, -3.3240)
H (-2.1533, 0.6587, -4.0236)
H (-3.0122, 0.5054, -2.7864)
O (1.6932, 1.3469, 4.8558)
H (1.9238, 0.8635, 5.6491)
H (1.9303, 2.2537, 5.0498)
O (-0.7325, -6.3458, -0.5014)
H (-0.8135, -5.3946, -0.4305)
H (-1.2544, -6.6859, 0.2254)
O (-1.4904, -1.5924, -1.6028)
H (-1.7935, -2.2262, -2.2529)
H (-2.2835, -1.3303, -1.1353)
O (-3.6717, -0.3432, -0.3817)
H (-3.5946, 0.6109, -0.3762)
H (-4.1520, -0.5498, 0.4200)
O (-0.5736, -3.6956, -0.1279)
H (-0.8611, -2.8382, -0.4418)
H (0.1225, -3.5005, 0.4994)
O (-1.7586, 4.1754, 2.4432)
H (-1.4287, 5.0368, 2.6990)
H (-2.6494, 4.3415, 2.1347)
O (1.9910, -2.5721, 1.1475)
H (1.9405, -2.4513, 2.0957)
H (1.5019, -1.8334, 0.7851)
O (-0.4734, 5.6829, -0.0209)
H (-0.9030, 6.2061, 0.6557)
H (-0.2484, 4.8621, 0.4172)
O (1.5374, 4.0815, 2.3403)
H (1.1156, 4.3141, 3.1675)
H (1.2787, 3.1729, 2.1861)
O (2.7281, -4.9060, -2.5338)
H (2.5718, -4.9744, -1.5920)
H (3.3391, -5.6167, -2.7280)
O (-0.1011, -2.8681, -3.5962)
H (0.5122, -2.6340, -2.8996)
H (0.4558, -3.1562, -4.3194)
O (-1.8576, -1.0877, -5.3711)
H (-1.0571, -1.5383, -5.1019)
H (-2.5639, -1.6833, -5.1212)
O (-2.5752, 0.7706, 3.8044)
H (-1.9923, 1.2971, 4.3514)
H (-2.0495, 0.5516, 3.0350)
O (-2.2202, 2.8498, -1.3841)
H (-1.9647, 3.6455, -1.8507)
H (-2.3150, 2.1892, -2.0702)
O (-1.0263, 2.1733, 5.2643)
H (-0.1765, 2.0414, 4.8440)
H (-1.0020, 3.0779, 5.5762)
O (0.0901, 3.0496, -4.5244)
H (-0.0630, 3.4985, -3.6930)
H (0.6578, 2.3128, -4.2983)
O (2.8706, -1.4646, 4.4043)
H (2.9935, -0.6997, 3.8422)
H (3.7061, -1.5638, 4.8607)
O (1.0217, 0.1160, -4.5969)
H (1.5904, -0.2954, -3.9460)
H (1.6193, 0.4183, -5.2808)
O (0.5546, -0.5883, 0.1424)
H (0.1467, 0.2011, 0.4982)
H (0.1122, -0.7307, -0.6944)
O (-1.0451, 1.8046, 1.2223)
H (-1.5116, 2.0751, 0.4314)
H (-1.2994, 2.4489, 1.8830)
O (-4.4120, 2.4773, 0.2084)
H (-3.6602, 2.7304, -0.3272)
H (-4.2733, 2.9244, 1.0433)

- total charge = 0
- LUMO energy (eV) = -1.10
- gap between HOMO and LUMO (hartree) = 0.341
- M (g mol⁻¹) = 468.4

---

Run x
Entry from OMol25: a 26-piece molecular cluster, H52O26 overall (the ωB97M-V functional and the def2-TZVPD basis).

Cartesian coordinates (Å):
O (8.8002, 9.6748, 10.7970)
H (9.6763, 9.9508, 11.1478)
H (8.9340, 8.9290, 10.1829)
O (11.0254, 6.2552, 10.6923)
H (11.9746, 6.5751, 10.7244)
H (10.9972, 5.4068, 11.1213)
O (11.3639, 11.0172, 14.6018)
H (10.9934, 11.8942, 14.3322)
H (12.2641, 11.1981, 14.9698)
O (11.3753, 12.0866, 8.5539)
H (12.0505, 12.0992, 7.8800)
H (10.6789, 11.4632, 8.3232)
O (11.6514, 9.7788, 11.8494)
H (11.2219, 9.9709, 12.7051)
H (12.1548, 10.5751, 11.6326)
O (9.7092, 7.7314, 8.6622)
H (10.2863, 7.6280, 7.8801)
H (10.2767, 7.3318, 9.3765)
O (12.1280, 7.9144, 7.0116)
H (11.8512, 8.2783, 6.1754)
H (12.2019, 8.5587, 7.7377)
O (11.1289, 13.2249, 10.7183)
H (11.2748, 12.8997, 9.7890)
H (10.6591, 14.0702, 10.7082)
O (6.8273, 12.4535, 11.7005)
H (6.9623, 11.9736, 10.8882)
H (7.0518, 11.7635, 12.3435)
O (12.7980, 9.5671, 9.2901)
H (13.2471, 8.8221, 9.7454)
H (12.0034, 9.7223, 9.7930)
O (7.0286, 10.0607, 13.2063)
H (6.0994, 9.7676, 13.3337)
H (7.3133, 9.8103, 12.3092)
O (13.7914, 8.0896, 14.3489)
H (13.9715, 7.1329, 14.3988)
H (12.9198, 8.1278, 13.9124)
O (17.0994, 11.0762, 13.6105)
H (17.7902, 11.3428, 14.2234)
H (16.3141, 11.0356, 14.1503)
O (9.2426, 10.6178, 7.9752)
H (8.7817, 10.4381, 8.8257)
H (9.5688, 9.7240, 7.8471)
O (14.1854, 11.2174, 14.5969)
H (14.1501, 10.4971, 15.2598)
H (13.8847, 10.7879, 13.7899)
O (13.7800, 6.9266, 10.2858)
H (14.4203, 6.9779, 11.0029)
H (14.0095, 6.2834, 9.6177)
O (13.4045, 12.3201, 11.9840)
H (12.6696, 12.8169, 11.5069)
H (14.1780, 12.4353, 11.4303)
O (12.5792, 8.6705, 17.1557)
H (12.7311, 8.8787, 16.2173)
H (12.1760, 9.4722, 17.5002)
O (9.3957, 9.5426, 15.8508)
H (9.9732, 10.1873, 15.3605)
H (8.5051, 9.6749, 15.5105)
O (15.2803, 8.1616, 12.0093)
H (16.2071, 7.9812, 12.0594)
H (14.8596, 8.2994, 12.9025)
O (13.5993, 5.6326, 14.9295)
H (12.8084, 5.6902, 15.4865)
H (14.3284, 5.3448, 15.5101)
O (10.7347, 7.4220, 13.4297)
H (9.8162, 7.4454, 13.6542)
H (10.8009, 7.4207, 12.4528)
O (14.3568, 10.8306, 7.3485)
H (14.4576, 10.0173, 6.8666)
H (14.0178, 10.5422, 8.1997)
O (10.2745, 13.4578, 13.7104)
H (9.4438, 13.3911, 13.2505)
H (10.8761, 13.7323, 13.0251)
O (11.3711, 6.1286, 16.4155)
H (11.5454, 6.8810, 17.0352)
H (11.2087, 6.5515, 15.5481)
O (13.3986, 5.6663, 7.9970)
H (12.7618, 6.1649, 7.4639)
H (13.2415, 4.7611, 7.8575)

- total charge = 0
- LUMO energy (eV) = -0.06
- gap between HOMO and LUMO (hartree) = 0.389
- M (g mol⁻¹) = 468.4

---

In kcal/mol, relative to the most stable structure: run w 37.9; run x 0.0.

---

Run w
Entry from OMol25: CH4N4O in the gas phase (the ωB97M-V functional and the def2-TZVPD basis).

Cartesian coordinates (Å):
H (-3.3023, -0.5094, 0.0217)
N (-2.3951, -0.9790, 0.0075)
N (-1.4917, -0.0943, 0.0006)
N (-0.2701, -0.5335, -0.0277)
N (0.7648, 0.3849, -0.0063)
C (2.0525, -0.0195, 0.0040)
O (2.4017, -1.1736, 0.0044)
H (0.0169, -1.5153, -0.0204)
H (0.4636, 1.3491, -0.0136)
H (2.7425, 0.8391, 0.0135)

- total charge = 0
- LUMO energy (eV) = 0.88
- gap between HOMO and LUMO (hartree) = 0.361
- M (g mol⁻¹) = 88.1

---

Run x
Entry from OMol25: CH4N4O in the gas phase (the ωB97M-V functional and the def2-TZVPD basis).

Cartesian coordinates (Å):
H (-2.4249, -0.0945, -0.0089)
N (-1.7139, -0.7456, -0.1501)
C (-0.6161, -0.1538, -0.1373)
N (-0.5228, 1.2317, -0.0006)
N (0.6443, -0.9424, -0.0260)
N (1.9540, -0.7331, 0.0992)
O (2.3174, 0.4301, -0.2184)
H (0.2562, 1.5734, -0.6095)
H (-0.2388, 1.3166, 1.0649)
H (0.3446, -1.8824, -0.0133)

- total charge = 0
- LUMO energy (eV) = -0.13
- gap between HOMO and LUMO (hartree) = 0.363
- M (g mol⁻¹) = 88.1

---

In kcal/mol, relative to the most stable structure: run w 0.0; run x 10.8.